# 1
Computed, not measured: a 3-piece molecular cluster, C4H14O2S overall, with ωB97M-V/def2-TZVPD.

Output
Largest force on an atom = 1.9 eV Å⁻¹
Net charge = -1
ΔE to the lowest compared entry with this formula, charge and spin = 14.97 kcal per mole
Frontier orbital gap (spin up / spin down) = 2.35 / 9.02 eV
Expectation value of S² = 0.75
Electronic energy = -19303.7818 eV
2S+1 = 2

```
21
Properties=species:S:1:pos:R:3:forces:R:3
C -0.168162 1.335325 -1.876352 -0.51 0.15 1.81
C -0.394336 1.259663 -0.320771 0.68 0.40 -0.91
C -1.165334 0.096653 0.263472 -1.52 -0.32 -0.76
C -0.678896 -0.330156 1.640520 1.23 0.17 0.12
S -1.977055 -0.395435 2.922254 -0.12 -0.57 -0.60
H -0.123308 0.325337 -2.266802 0.45 0.08 -0.35
H -0.953631 1.892966 -2.378680 -0.20 -0.06 -0.11
H 0.743337 1.926327 -1.910872 0.24 -0.33 -0.85
H -0.824797 2.222693 -0.035223 -0.09 -0.09 0.34
H 0.609780 1.233715 0.102148 0.01 -0.03 0.07
H -1.208667 -0.775739 -0.395402 0.76 -0.02 -0.20
H -2.246409 0.315491 0.208859 0.20 0.29 0.71
H 0.189937 0.273434 1.941352 -0.73 0.65 0.32
H -0.061215 -1.233261 1.550322 -0.94 -0.59 0.19
H -1.449979 0.363301 3.862971 0.47 0.34 0.26
H 2.283128 -1.119495 1.497051 0.14 0.05 -0.23
H 3.335630 -0.801989 0.433872 -0.09 -0.03 -0.03
O 2.365903 -0.855153 0.550791 -0.22 0.05 0.20
H 0.483264 -1.783712 -1.109093 0.62 -0.13 -1.26
H 0.731218 -1.691871 -2.704833 0.27 0.75 0.13
O 0.509598 -2.258086 -1.975575 -0.65 -0.75 1.16
```
Positions in Å, forces in eV/Å.

# 2
Computed, not measured: C5H11BN2 as an isolated structure, with ωB97M-V/def2-TZVPD.

Output
Largest force on an atom = 4.4 eV Å⁻¹
ΔE to the lowest compared entry with this formula, charge and spin = 28.43 kcal per mole
Frontier orbital gap = 9.40 eV
Electronic energy = -9018.5391 eV

```
19
Properties=species:S:1:pos:R:3:forces:R:3
B 0.040327 -0.498331 -0.255592 3.55 -0.12 1.87
C -2.837540 0.642572 0.403476 1.40 -2.82 -0.71
C -2.216047 -0.518397 0.636076 -1.27 1.01 0.91
C 1.837261 1.112433 -0.152154 1.58 2.86 0.36
C 2.444114 -0.005759 0.644098 -0.95 -1.43 1.12
C -1.353579 -1.206590 -0.304511 1.33 -0.28 -0.77
N 0.487687 0.801290 -0.493564 -1.02 -0.73 -0.34
N 1.674401 -1.264838 0.488199 -3.61 1.11 -2.17
H -3.447500 1.036117 1.118163 -1.62 1.29 1.59
H -2.875435 0.916534 -0.612134 0.10 1.19 -0.99
H -2.403727 -1.080933 1.524401 0.12 0.23 1.01
H 1.844521 2.028588 0.547959 0.04 -0.96 -1.24
H 2.437014 1.394105 -1.067128 -0.52 -0.34 0.77
H 3.517683 -0.071500 0.602622 0.55 -0.31 -0.93
H 2.339704 0.177170 1.717025 -0.40 0.41 0.01
H -1.125244 -2.222934 0.098062 -0.71 0.32 -1.26
H -1.822066 -0.999049 -1.293185 0.58 -1.18 0.18
H -0.023206 1.579919 -0.899798 -0.10 -0.49 0.20
H 1.792577 -1.757680 -0.411055 0.94 0.23 0.38
```
Positions in Å, forces in eV/Å.

# 3
Computed, not measured: one molecule with the formula C3H3NOS, with ωB97M-V/def2-TZVPD.

Output
Largest force on an atom = 4.6 eV Å⁻¹
ΔE to the lowest compared entry with this formula, charge and spin = 78.17 kcal per mole
Frontier orbital gap = 7.55 eV
Electronic energy = -17528.5508 eV

```
9
Properties=species:S:1:pos:R:3:forces:R:3
C -0.234769 -1.657287 1.237228 0.11 0.11 -0.16
C -1.239042 -0.762328 1.058275 -0.98 1.09 -0.20
C 0.135797 1.156902 -0.746149 -0.55 1.56 4.25
N 0.492494 -2.518586 1.473464 0.88 -0.85 0.14
O 1.197916 0.342873 -0.526649 0.80 -2.05 -0.68
S -1.415007 0.603793 0.267023 0.14 -0.12 0.05
H 0.267059 2.254343 -0.267600 0.28 -2.55 -1.32
H -0.323825 1.216012 -1.662616 -0.40 0.14 -2.68
H 1.119377 -0.635720 -0.832976 -0.27 2.66 0.61
```
Positions in Å, forces in eV/Å.

# 4
Computed, not measured: a 2-piece molecular cluster, C14H39Cl3N2O4P2Si3 overall, with ωB97M-V/def2-TZVPD.

Output
Largest force on an atom = 0.6 eV Å⁻¹
SMILES = CCP(CC)[Si@](CN)(O[Si@H](CCO[Si](C)(C)C)C[C@H](C)O)P(N)O.ClC(Cl)Cl
Frontier orbital gap = 7.98 eV
Electronic energy = -106103.8587 eV

```
67
Properties=species:S:1:pos:R:3:forces:R:3
C -2.855932 4.347632 -0.317217 0.00 0.00 0.04
C -1.576971 3.694594 -0.871634 -0.02 0.03 -0.01
P -1.251992 2.027600 -0.147068 -0.21 -0.14 0.10
C -0.199793 2.281837 1.353337 0.11 -0.07 0.09
C 0.974371 3.266297 1.316808 0.05 -0.02 -0.03
Si -0.044920 0.903785 -1.663332 0.06 0.39 0.07
C -1.173043 0.750185 -3.162201 -0.07 0.02 -0.01
N -2.571707 0.358097 -2.917837 -0.09 -0.02 0.03
O 0.290075 -0.506943 -0.873799 0.01 -0.02 -0.37
Si 0.321562 -2.095004 -1.366207 -0.06 -0.29 0.18
C -0.544455 -3.067664 -0.023544 0.02 0.07 0.10
C -1.337930 -2.158337 0.908524 0.01 -0.04 -0.05
O -2.208464 -2.919255 1.733400 0.22 -0.02 0.04
Si -3.536700 -2.192863 2.403341 -0.16 0.05 -0.02
C -4.130176 -3.274199 3.788438 -0.03 0.03 0.16
C -3.128203 -0.503834 3.092214 0.00 0.15 0.05
C -4.861358 -2.022020 1.094958 -0.10 -0.01 -0.04
C 2.106101 -2.567614 -1.569563 0.21 0.05 0.02
C 2.853752 -2.525543 -0.221959 -0.12 -0.07 -0.01
C 4.253281 -1.894672 -0.282970 -0.09 -0.10 -0.01
O 2.889230 -3.885618 0.232684 0.16 0.05 0.05
P 1.917830 1.785304 -2.475958 0.42 -0.05 -0.02
N 2.965225 1.254910 -1.190753 -0.58 0.14 0.13
O 1.532341 3.381028 -2.104362 -0.20 0.09 0.21
H -2.619354 5.092181 0.446176 -0.02 -0.07 -0.01
H -3.417777 4.854550 -1.104859 0.06 0.01 0.06
H -3.518759 3.607586 0.139474 0.02 0.05 -0.07
H -0.717307 4.348160 -0.724833 0.00 -0.02 -0.18
H -1.662829 3.536281 -1.950908 0.00 0.06 0.05
H -0.885262 2.545111 2.164536 -0.01 -0.01 -0.10
H 0.151718 1.269079 1.586675 -0.03 0.10 0.11
H 0.838866 4.049019 0.569024 -0.02 -0.03 0.04
H 1.906560 2.749089 1.082062 -0.02 0.06 -0.05
H 1.107693 3.761053 2.281890 0.00 -0.09 -0.03
H -1.164330 1.743849 -3.632722 -0.04 -0.11 -0.03
H -0.749385 0.082035 -3.919728 0.06 0.04 0.08
H -3.052515 1.067649 -2.376032 0.05 0.00 0.00
H -2.615332 -0.483572 -2.352402 0.04 -0.02 -0.07
H -0.416640 -2.241571 -2.649451 0.03 0.15 0.00
H -1.229162 -3.788764 -0.482069 0.06 0.02 0.04
H 0.202977 -3.632601 0.542903 -0.13 -0.05 0.01
H -1.911329 -1.418038 0.328994 0.01 -0.07 0.02
H -0.653123 -1.581678 1.543389 -0.02 -0.01 -0.08
H -3.362937 -3.358265 4.563431 -0.05 -0.05 -0.06
H -5.006198 -2.798987 4.244214 0.03 -0.10 -0.01
H -4.414009 -4.276990 3.462860 0.03 0.06 0.00
H -4.069541 0.028046 3.271277 0.09 -0.01 0.03
H -2.536455 0.115500 2.410728 -0.05 -0.06 -0.01
H -2.599429 -0.569193 4.048010 0.01 -0.01 -0.09
H -4.436383 -1.802018 0.111278 -0.03 0.04 0.06
H -5.564596 -1.222283 1.345817 0.03 -0.06 -0.05
H -5.428919 -2.953706 1.010193 0.04 0.06 -0.05
H 2.200405 -3.576014 -1.985331 0.03 0.06 0.03
H 2.572279 -1.881017 -2.284672 -0.07 -0.02 0.03
H 2.260293 -1.952672 0.509174 0.04 0.01 -0.07
H 4.358702 -1.064065 0.419409 -0.18 -0.29 -0.10
H 4.477088 -1.499404 -1.275316 -0.02 -0.01 0.08
H 5.014181 -2.643833 -0.045581 -0.03 0.04 -0.02
H 3.496920 -3.943359 0.979406 -0.14 0.02 -0.03
H 2.470447 0.939746 -0.362735 0.04 0.00 0.07
H 3.597287 1.993910 -0.901797 0.35 -0.24 -0.17
H 2.248121 3.840380 -1.652771 0.00 0.01 -0.14
Cl 8.614186 1.396966 -1.339548 0.01 0.00 -0.02
C 6.859801 1.258403 -1.303148 0.00 -0.02 0.02
Cl 6.317580 0.483503 0.182691 0.29 0.26 0.01
Cl 6.104380 2.844099 -1.496615 0.02 0.10 -0.02
H 6.549964 0.644126 -2.138393 -0.03 -0.01 0.01
```
Positions in Å, forces in eV/Å.

# 5
Computed, not measured: a 9-piece molecular cluster, C29H37N9O3 overall, with ωB97M-V/def2-TZVPD.

Output
Largest force on an atom = 5.6 eV Å⁻¹
SMILES = NC[C@@H](O)CC1=CC(=O)c2ccccc2C1=O.CC#N.CC#N.CC#N.CC#N.CC#N.CC#N.CC#N.CC#N
Frontier orbital gap = 8.04 eV
Electronic energy = -50216.5655 eV

```
78
Properties=species:S:1:pos:R:3:forces:R:3
N -0.658564 0.783574 3.058796 0.29 -0.83 -0.93
C -0.220149 -0.454456 2.306185 0.66 0.32 0.61
C -0.769983 -1.765557 3.060706 -0.28 -0.34 -0.92
O -2.206403 -1.535751 3.279794 0.87 0.04 -0.60
C -0.670879 -3.123466 2.210320 0.25 -0.26 -0.91
C 0.739485 -3.384650 1.507463 2.12 0.69 0.27
C 1.999290 -2.889996 1.987712 -2.33 -1.09 -1.89
C 3.338474 -3.198520 1.137407 0.94 -0.46 0.45
O 4.450795 -3.457680 1.658122 -3.74 1.17 -1.75
C 3.117084 -3.196225 -0.464277 -0.53 0.19 -2.58
C 4.198557 -2.638323 -1.458904 -4.22 -1.74 -0.90
C 3.820300 -2.665857 -2.976957 -1.91 -1.09 2.34
C 2.468896 -3.225007 -3.477955 0.30 -0.12 3.08
C 1.394458 -3.776782 -2.496671 3.63 1.35 2.03
C 1.736946 -3.750718 -0.989595 1.76 0.98 -1.41
C 0.693588 -4.249087 0.139596 -0.36 -1.02 0.01
O -0.076647 -5.230554 -0.001792 2.48 3.51 0.29
H -0.503269 0.661652 4.074490 -0.52 0.02 -0.92
H -1.641032 0.989423 2.839601 0.68 -0.17 0.66
H -0.561784 -0.408499 1.201080 0.30 -0.16 1.87
H 0.926845 -0.390534 2.278990 -1.70 -0.46 0.04
H -0.263404 -1.936783 4.083083 -0.96 0.65 -1.58
H -2.558464 -1.132509 2.446956 0.55 -0.69 0.89
H -0.947646 -4.028896 2.861461 0.44 1.33 -0.85
H -1.471461 -3.097919 1.360951 1.48 0.05 1.54
H 1.989548 -2.255217 2.940676 0.54 -1.28 -1.56
H 5.175167 -2.211601 -1.051608 -1.59 -0.76 -0.77
H 4.578619 -2.249197 -3.725892 -1.34 -0.72 1.19
H 2.177135 -3.226550 -4.588707 0.89 -0.01 2.11
H 0.374368 -4.174819 -2.805588 1.70 0.67 0.25
C 1.337476 -0.081790 -5.872848 -0.42 -1.00 0.20
C 0.730340 -1.429025 -5.618209 -1.32 -2.30 0.34
N 0.253716 -2.491389 -5.415839 1.40 3.61 -0.85
H 0.863679 0.380680 -6.740578 0.01 -0.12 0.06
H 1.192929 0.560771 -5.003234 0.05 -0.15 -0.05
H 2.405807 -0.185984 -6.064171 -0.15 -0.03 0.08
C 0.716408 3.303263 6.182105 -0.33 -0.92 0.08
C 0.098210 1.953521 6.439514 -1.69 -3.64 0.76
N -0.392574 0.880300 6.656577 2.27 5.00 -1.03
H 0.249565 3.768300 5.310128 0.07 -0.27 0.17
H 0.571192 3.949333 7.049823 -0.01 -0.15 -0.01
H 1.786041 3.192467 5.996095 -0.11 -0.11 0.07
C 2.323073 3.782662 -7.143344 0.32 -0.63 0.51
C 3.072656 2.733681 -6.378540 1.38 -1.77 1.33
N 3.665323 1.907334 -5.775220 -1.88 2.85 -1.98
H 1.315823 3.890671 -6.736523 0.10 -0.11 0.01
H 2.842994 4.739285 -7.066850 -0.07 -0.25 -0.06
H 2.253660 3.498228 -8.194529 0.08 -0.02 0.12
C -4.872624 0.166481 -0.150040 0.81 -0.55 0.03
C -3.688877 -0.752372 -0.091708 2.07 -1.62 0.12
N -2.755924 -1.477450 -0.046456 -3.11 2.45 -0.15
H -4.731185 0.905115 -0.940329 -0.02 -0.12 0.07
H -5.777271 -0.406593 -0.356850 0.15 0.02 0.01
H -4.988722 0.683463 0.803995 0.07 -0.09 -0.07
C 5.419021 5.826647 -4.865170 -0.25 0.07 -0.86
C 4.958302 5.977219 -6.284049 -0.71 0.33 -2.51
N 4.594630 6.095376 -7.402722 1.26 -0.33 3.75
H 6.176680 6.578854 -4.639566 -0.10 -0.05 -0.10
H 4.575126 5.955635 -4.185551 0.05 -0.01 -0.13
H 5.847031 4.833730 -4.717808 -0.08 0.08 -0.09
C 0.691907 -5.167113 5.732307 0.41 0.80 -0.21
C 1.335397 -3.856463 5.393332 1.16 2.30 -0.55
N 1.841905 -2.823579 5.125588 -1.68 -3.43 1.07
H 1.342084 -5.988997 5.428032 -0.02 0.15 -0.01
H 0.519374 -5.228257 6.808000 0.04 0.08 -0.11
H -0.263219 -5.256725 5.212170 0.11 0.08 0.02
C -8.438615 -0.587280 -2.846233 0.52 0.74 0.15
C -7.575361 0.611611 -2.588642 1.50 2.15 0.42
N -6.895288 1.556455 -2.386078 -2.25 -3.15 -0.65
H -8.048434 -1.449230 -2.302387 0.01 0.12 -0.04
H -9.458632 -0.388063 -2.513898 0.13 0.04 -0.01
H -8.449146 -0.814245 -3.913385 0.05 0.08 0.11
C -3.158989 5.598724 5.935933 0.50 -0.52 -0.58
C -2.338043 4.759104 5.003466 1.38 -1.49 -1.69
N -1.691353 4.097005 4.268321 -2.28 2.29 2.39
H -2.650457 5.691071 6.897041 -0.01 -0.05 -0.12
H -3.301504 6.593585 5.511035 0.06 -0.13 -0.01
H -4.133998 5.134486 6.091853 0.13 -0.01 -0.05
```
Positions in Å, forces in eV/Å.